{
  "formula": "C4H11BO2",
  "method": "ωB97M-V with the def2-TZVPD basis set",
  "elements": ["B", "C", "C", "C", "C", "O", "O", "H", "H", "H", "H", "H", "H", "H", "H", "H", "H", "H"],
  "coordinates": [[0.253, 2.190, -0.143], [-0.187, -1.845, -1.035], [-0.989, -2.212, 1.296], [1.368, 1.360, -0.902], [0.034, -1.867, 0.265], [0.533, 2.662, 1.101], [-0.928, 2.410, -0.768], [0.582, -1.598, -1.744], [-1.156, -2.071, -1.451], [1.539, 0.413, -0.407], [-1.067, -1.416, 2.039], [-0.692, -3.122, 1.821], [-1.966, -2.369, 0.845], [2.320, 1.884, -0.903], [1.081, 1.156, -1.929], [1.019, -1.647, 0.657], [-0.157, 3.149, 1.554], [-1.587, 2.920, -0.295]],
  "atomic_forces_ev_per_a": [[0.7195, -0.4250, -0.3842], [-0.0192, -0.0041, -0.1284], [0.0406, -0.0040, 0.0098], [-0.2962, 0.3808, 0.1104], [-0.0771, -0.1145, 0.2232], [0.3123, 0.1101, 0.6396], [-0.6430, 0.0146, -0.5206], [0.2575, 0.0778, -0.1323], [-0.2340, -0.0473, -0.0016], [0.0193, -0.2187, 0.1451], [-0.0358, -0.0196, 0.0522], [-0.0738, 0.0041, 0.0787], [-0.0816, -0.0340, 0.0013], [0.1272, 0.1445, 0.0123], [-0.0345, -0.0365, -0.1159], [0.1674, 0.0681, -0.0798], [-0.1010, 0.0406, -0.0238], [-0.0475, 0.0630, 0.1140]],
  "charge": 0,
  "homo_lumo_gap_ev": 9.90,
  "smiles": "CB(O)O.C=CC",
  "relative_energy_kcal_mol": 13.7,
  "homo_ev": -9.58
}

---

{
  "formula": "C4H11BO3",
  "method": "ωB97M-V with the def2-TZVPD basis set",
  "elements": ["B", "C", "C", "C", "C", "O", "O", "O", "H", "H", "H", "H", "H", "H", "H", "H", "H", "H", "H"],
  "coordinates": [[0.457, 0.077, -0.473], [2.867, 0.456, -1.031], [-1.255, -0.071, -2.212], [-1.057, -0.171, 2.979], [-0.713, -0.362, 0.586], [1.835, 0.217, -0.124], [0.063, 0.262, -1.806], [-0.182, -0.452, 1.935], [3.667, 0.407, -0.372], [2.737, 1.468, -1.311], [2.840, -0.210, -1.800], [-1.370, -0.092, -3.217], [-1.956, 0.655, -1.619], [-1.429, -1.047, -1.936], [-0.442, 0.027, 3.813], [-1.801, -0.982, 3.172], [-1.495, 0.688, 2.693], [-1.291, -1.331, 0.334], [-1.474, 0.461, 0.389]],
  "atomic_forces_ev_per_a": [[1.2905, -0.7031, -0.4223], [-1.3772, 1.8413, 1.9442], [-0.1940, 2.7235, 4.2259], [0.3124, -2.7360, -0.3476], [0.2466, -0.2111, 0.1666], [-4.6619, -0.9878, 0.7221], [1.1481, 0.0040, 0.6910], [0.4742, -0.4265, -2.0824], [2.2762, -0.3243, 0.3319], [0.3356, 1.0649, -1.0974], [0.3262, -1.7591, -2.3054], [-0.1392, 0.8949, -3.1960], [0.7056, -1.4095, -1.6458], [-0.8051, -2.2435, 1.0233], [0.5055, -0.0491, 1.2529], [0.4381, 0.4776, -0.0416], [-2.3311, 3.1483, -0.3726], [0.9774, 1.3014, 0.1523], [0.4719, -0.6059, 1.0010]],
  "charge": 0,
  "homo_lumo_gap_ev": 10.33,
  "smiles": "COCB(OC)OC",
  "relative_energy_kcal_mol": 36.2,
  "homo_ev": -9.62
}

---

{
  "formula": "C4H11BrP",
  "method": "ωB97M-V with the def2-TZVPD basis set",
  "elements": ["C", "C", "C", "C", "P", "Br", "H", "H", "H", "H", "H", "H", "H", "H", "H", "H", "H"],
  "coordinates": [[1.125, 0.167, 1.246], [0.527, 0.948, -1.458], [-1.733, 0.494, 0.696], [-0.166, -1.571, -0.565], [-0.108, 0.098, 0.029], [1.675, -2.236, -0.779], [1.357, -0.813, 1.853], [0.889, 0.942, 1.984], [2.017, 0.502, 0.800], [0.855, 1.961, -1.406], [-0.177, 1.045, -2.320], [1.556, 0.589, -1.684], [-2.537, 0.469, 0.043], [-1.766, 1.416, 1.255], [-1.900, -0.230, 1.526], [-0.952, -2.146, 0.407], [-0.662, -1.635, -1.626]],
  "atomic_forces_ev_per_a": [[0.3454, -1.1328, 3.2899], [0.1295, 0.7443, -0.5745], [1.4641, -0.4165, 2.2315], [-2.7843, -2.3528, 0.8254], [-0.1356, 0.3939, -1.8908], [-1.0356, -0.0979, 0.2045], [-0.7319, 1.7806, -1.4343], [-0.1657, -0.0907, -0.0233], [1.2934, 0.1490, -0.6508], [-0.3739, 1.3236, 1.1723], [0.5222, -0.9802, 0.5996], [-1.0294, -0.9665, -0.2145], [-1.3768, -0.2035, -1.5416], [0.3279, 0.7075, -0.2177], [0.1005, 0.0198, -0.7239], [2.7692, 1.1571, -3.3385], [0.6810, -0.0348, 2.2868]],
  "charge": 1,
  "homo_lumo_gap_ev": 11.16,
  "relative_energy_kcal_mol": 23.1,
  "homo_ev": -14.51
}

---

{
  "formula": "C4H11BrS2Si",
  "method": "ωB97M-V with the def2-TZVPD basis set",
  "elements": ["C", "C", "C", "C", "Si", "S", "S", "Br", "H", "H", "H", "H", "H", "H", "H", "H", "H", "H", "H"],
  "coordinates": [[2.522, -0.070, 0.292], [1.670, -0.170, -1.041], [0.162, -0.126, -0.810], [-0.331, -1.444, -0.109], [-2.149, -1.826, -0.386], [-4.070, -1.321, 0.068], [-1.608, -3.482, -1.517], [-3.324, 2.214, 1.018], [2.419, -0.950, 0.908], [3.585, 0.044, 0.042], [2.199, 0.853, 0.900], [2.041, -1.085, -1.532], [2.072, 0.792, -1.530], [-0.121, 0.815, -0.187], [-0.383, -0.057, -1.780], [-0.173, -1.424, 0.998], [0.281, -2.359, -0.457], [-3.384, 0.991, 0.540], [-2.600, -4.395, -1.560]],
  "atomic_forces_ev_per_a": [[-0.9858, 1.2110, -0.0083], [2.0315, 1.8752, 1.1785], [-0.5982, 0.4148, 0.4970], [0.9299, 0.4135, 0.7123], [-1.7218, -0.3903, 0.3784], [2.3203, -0.3224, -0.3827], [-0.0404, -1.3862, -0.5426], [0.2879, 3.6969, 1.3928], [-0.0791, -0.2708, 0.3330], [-0.3191, -0.0140, 0.0545], [0.4692, -1.3691, -0.8506], [-0.4969, 0.4956, -0.3292], [-1.0659, -1.6345, -0.1778], [0.4101, -1.6215, -1.0265], [0.4942, 0.1981, 0.5061], [-0.0046, 0.1954, -0.6974], [-1.0464, 1.5227, 0.3640], [-0.2878, -3.5799, -1.3356], [-0.2972, 0.5656, -0.0659]],
  "charge": 0,
  "homo_lumo_gap_ev": 8.97,
  "smiles": "CCCC[Si](=S)S.Br",
  "relative_energy_kcal_mol": 17.1,
  "homo_ev": -9.34
}

---

{
  "formula": "C4H11Cl2N2O2",
  "method": "ωB97M-V with the def2-TZVPD basis set",
  "elements": ["C", "C", "C", "C", "N", "N", "O", "O", "Cl", "Cl", "H", "H", "H", "H", "H", "H", "H", "H", "H", "H", "H"],
  "coordinates": [[0.335, 0.358, -1.589], [-1.285, 0.403, 0.432], [-0.011, -0.178, -0.230], [1.198, -0.030, 0.740], [-1.467, 1.809, 0.348], [-0.182, -1.726, -0.333], [0.808, -0.445, 1.956], [2.240, -0.780, 0.243], [-2.724, -0.485, -0.404], [1.679, 1.729, 0.734], [1.131, -0.135, -1.955], [-0.437, 0.195, -2.285], [0.655, 1.389, -1.592], [-1.217, 0.106, 1.444], [-1.844, 2.076, -0.609], [-2.341, 2.107, 0.775], [0.872, -2.097, -0.285], [-0.521, -2.100, -1.290], [-0.812, -1.931, 0.558], [0.822, 0.196, 2.605], [3.101, -0.460, 0.735]],
  "atomic_forces_ev_per_a": [[-1.5439, 1.3044, 1.1550], [-0.6905, 0.1809, -1.5426], [0.2589, 0.0819, -0.7803], [-0.0050, 1.4019, -1.2677], [-1.2193, 0.5189, -2.2440], [1.3480, -0.4462, 0.6702], [-0.1117, -2.7736, -0.6309], [2.2076, 0.8837, 1.3459], [0.3404, 0.1068, 0.5336], [0.0690, -0.4852, 0.5115], [3.0060, -1.9642, -1.2010], [-1.3297, 0.0558, -0.8034], [-0.4292, 0.3158, 0.2239], [-0.7163, -0.4058, 1.0362], [1.6371, -0.5842, 0.6886], [0.2718, -0.4139, 1.3536], [-2.6067, 0.6066, 0.4992], [-0.1414, 1.0198, 2.2147], [1.6361, -0.5701, -2.6128], [0.2362, 2.2975, 2.2471], [-2.2177, -1.1307, -1.3969]],
  "charge": 1,
  "homo_lumo_gap_ev": 10.75,
  "smiles": "C[C@]([NH3+])([C@@H](N)Cl)C(O)(O)Cl",
  "relative_energy_kcal_mol": 27.7,
  "homo_ev": -14.03
}

---

{
  "formula": "C4H11ClFeIYb",
  "method": "ωB97M-V with the def2-TZVPD basis set",
  "elements": ["Yb", "Cl", "C", "C", "H", "H", "H", "H", "H", "H", "Fe", "C", "C", "H", "H", "H", "H", "H", "I"],
  "coordinates": [[1.655, -1.101, -3.447], [1.228, -2.075, -1.105], [2.648, 1.232, -3.279], [-0.537, -1.065, -4.518], [2.525, 1.754, -4.251], [2.507, 2.025, -2.514], [3.726, 0.984, -3.219], [-0.526, -0.412, -5.407], [-1.543, -0.939, -4.072], [-0.509, -2.100, -4.894], [-0.122, -0.332, 0.162], [-1.685, -1.016, 0.942], [-0.894, 1.295, 0.125], [-2.556, -0.656, 0.375], [-1.598, -2.110, 0.866], [-1.759, -0.733, 1.995], [-1.870, 1.166, -0.439], [-0.281, 2.057, -0.404], [1.053, 0.897, 1.968]],
  "atomic_forces_ev_per_a": [[-0.1997, 1.2206, -0.1274], [-0.2746, 0.0370, 0.7543], [0.1396, -0.0342, -0.1157], [-0.2088, 0.1157, -0.0601], [0.0325, -0.1611, 0.1659], [-0.1255, -0.5312, -0.1940], [0.0460, 0.1443, -0.0411], [0.0215, -0.1077, 0.0295], [0.4644, -0.0573, 0.0085], [-0.2066, -0.1997, -0.2409], [3.5122, -3.3474, -1.0928], [-2.1806, -2.0340, 1.0711], [-2.2265, 4.3561, -3.4499], [0.2085, -0.3059, 0.2967], [-0.3173, -0.0437, 0.1340], [-0.1241, -0.0132, -0.1293], [0.4937, 0.6773, 0.8703], [-0.4354, 0.0627, 0.4546], [1.3806, 0.2218, 1.6662]],
  "charge": -1,
  "homo_lumo_gap_ev": [5.71, 6.10],
  "homo_ev": [-3.57, -3.99],
  "spin_multiplicity": 7
}

---

{
  "formula": "C4H11ClNO3RuTi",
  "method": "ωB97M-V with the def2-TZVPD basis set",
  "elements": ["Ti", "Cl", "C", "C", "H", "H", "H", "H", "H", "H", "Ru", "C", "C", "H", "H", "H", "H", "H", "O", "N", "O", "O"],
  "coordinates": [[0.165, -0.412, -0.990], [0.790, 0.587, -2.948], [-1.530, -1.450, -1.491], [1.560, -1.925, -0.888], [-1.280, -2.522, -1.575], [-2.347, -1.317, -0.769], [-1.829, -1.064, -2.481], [1.078, -2.902, -1.039], [2.110, -1.913, 0.062], [2.248, -1.717, -1.727], [-0.750, 0.981, 1.162], [1.239, 1.228, 0.795], [-0.325, -0.922, 1.203], [1.830, 0.442, 1.293], [1.617, 1.412, -0.230], [1.393, 2.172, 1.343], [0.618, -1.228, 1.690], [-1.099, -1.698, 1.319], [-0.824, 3.910, 0.410], [-0.968, 3.233, 1.435], [-1.316, 3.634, 2.544], [-2.380, 1.472, 0.880]],
  "atomic_forces_ev_per_a": [[0.2108, -0.6111, -0.2335], [-0.1997, -0.0072, 0.5594], [-0.1291, -0.0186, -0.2471], [0.2115, 0.0386, -0.2372], [-0.0903, 0.3963, 0.0154], [0.2038, 0.0409, -0.1951], [0.0370, -0.1649, 0.3078], [0.1740, 0.3047, 0.1074], [-0.1000, -0.0350, -0.2569], [-0.1779, -0.1753, 0.3282], [1.0919, -0.5863, 1.3535], [1.5697, 0.1875, -0.5537], [-0.6388, -1.4003, 0.0293], [0.0751, 0.3961, -0.3125], [0.2044, 0.0618, 0.3574], [0.2411, -0.0808, -0.2216], [-0.4672, 0.1544, -0.1213], [0.2757, 0.3005, -0.1259], [-0.1368, -2.1247, 2.3188], [-0.7760, 5.1093, -0.2844], [0.8845, -1.5317, -2.0388], [-2.4635, -0.2541, -0.5494]],
  "charge": 0,
  "homo_lumo_gap_ev": [7.63, 6.35],
  "relative_energy_kcal_mol": 0.0,
  "homo_ev": [-8.39, -10.12],
  "spin_multiplicity": 6
}

---

{
  "formula": "C4H11ClNOPd",
  "method": "ωB97M-V with the def2-TZVPD basis set",
  "elements": ["Pd", "Cl", "C", "C", "C", "O", "C", "N", "H", "H", "H", "H", "H", "H", "H", "H", "H", "H", "H"],
  "coordinates": [[2.180, 5.440, 0.026], [1.357, 3.428, -1.190], [1.511, -0.193, 0.728], [0.032, 0.129, 0.432], [-0.891, -1.090, 0.603], [-0.615, -2.086, -0.332], [-1.252, -1.921, -1.586], [-0.360, 1.227, 1.271], [2.163, 0.257, -0.022], [1.682, -1.260, 0.561], [1.873, 0.035, 1.727], [-0.002, 0.587, -0.583], [-1.935, -0.763, 0.581], [-0.633, -1.574, 1.545], [-1.006, -0.956, -2.042], [-2.312, -2.165, -1.572], [-0.761, -2.628, -2.261], [0.294, 1.965, 0.954], [-1.325, 1.568, 1.160]],
  "atomic_forces_ev_per_a": [[-0.4169, -1.0748, -0.7554], [0.2276, 0.8039, 1.1243], [0.6467, -0.5914, -1.1929], [0.4737, -0.7535, 2.1543], [0.0912, -0.4035, -0.4561], [-0.2097, 0.2407, -0.0348], [0.9976, -0.4920, -0.8007], [0.2236, 0.8333, -3.4264], [-0.0148, 0.3622, 0.2618], [-0.3230, -0.0170, 0.1270], [-0.3468, 0.2357, 0.0861], [-0.2998, -0.0668, -0.1821], [-0.1273, -0.1368, 0.0742], [-0.2230, 0.4030, 0.3435], [-0.4616, 0.2799, 0.2188], [-0.1534, 0.3564, 0.2090], [-0.1699, -0.1271, 0.1813], [0.1264, 0.5263, 1.2524], [-0.0406, -0.3785, 0.8157]],
  "charge": 1,
  "homo_lumo_gap_ev": [8.96, 4.98],
  "relative_energy_kcal_mol": 29.3,
  "homo_ev": [-13.33, -13.23],
  "spin_multiplicity": 3
}

---

Repeat the third record exactly.
{
  "formula": "C4H11BrP",
  "method": "ωB97M-V with the def2-TZVPD basis set",
  "elements": ["C", "C", "C", "C", "P", "Br", "H", "H", "H", "H", "H", "H", "H", "H", "H", "H", "H"],
  "coordinates": [[1.125, 0.167, 1.246], [0.527, 0.948, -1.458], [-1.733, 0.494, 0.696], [-0.166, -1.571, -0.565], [-0.108, 0.098, 0.029], [1.675, -2.236, -0.779], [1.357, -0.813, 1.853], [0.889, 0.942, 1.984], [2.017, 0.502, 0.800], [0.855, 1.961, -1.406], [-0.177, 1.045, -2.320], [1.556, 0.589, -1.684], [-2.537, 0.469, 0.043], [-1.766, 1.416, 1.255], [-1.900, -0.230, 1.526], [-0.952, -2.146, 0.407], [-0.662, -1.635, -1.626]],
  "atomic_forces_ev_per_a": [[0.3454, -1.1328, 3.2899], [0.1295, 0.7443, -0.5745], [1.4641, -0.4165, 2.2315], [-2.7843, -2.3528, 0.8254], [-0.1356, 0.3939, -1.8908], [-1.0356, -0.0979, 0.2045], [-0.7319, 1.7806, -1.4343], [-0.1657, -0.0907, -0.0233], [1.2934, 0.1490, -0.6508], [-0.3739, 1.3236, 1.1723], [0.5222, -0.9802, 0.5996], [-1.0294, -0.9665, -0.2145], [-1.3768, -0.2035, -1.5416], [0.3279, 0.7075, -0.2177], [0.1005, 0.0198, -0.7239], [2.7692, 1.1571, -3.3385], [0.6810, -0.0348, 2.2868]],
  "charge": 1,
  "homo_lumo_gap_ev": 11.16,
  "relative_energy_kcal_mol": 23.1,
  "homo_ev": -14.51
}